No. 1
A single C17H17N5O2 molecule. Source: OMol25; level of theory: ωB97M-V/def2-TZVPD.

- energy relative to the best compared isomer or geometry (same formula, charge and spin) (eV) = 0.928
- largest force on an atom (eV/Å) = 1.26
- SMILES = COc1cccc(/C=N/NC(=O)c2cc(-c3cccn3C)n[nH]2)c1
- gap between HOMO and LUMO (eV) = 7.62

ORCA input file:
```
! RIJCOSX wB97M-V def2-TZVPD def2/J DEFGRID3
* xyz 0 1
C 3.10548 0.87890 -0.84378
O 4.11132 -0.00364 -0.40541
C 3.74360 -1.10591 0.29808
C 4.78951 -1.93989 0.70796
C 4.52456 -3.08575 1.42842
C 3.22296 -3.42391 1.75384
C 2.17066 -2.60263 1.35224
C 0.81570 -2.96869 1.69888
N -0.19779 -2.26822 1.37182
N -1.41054 -2.69616 1.74131
C -2.60050 -2.07750 1.48046
O -3.63847 -2.58393 1.87770
C -2.59466 -0.82471 0.73247
C -1.63763 -0.00654 0.16188
C -2.36148 1.06189 -0.41105
C -1.80876 2.18002 -1.12513
C -0.47752 2.44032 -1.40275
C -0.42504 3.64098 -2.11935
C -1.71932 4.07774 -2.25823
N -2.55160 3.19622 -1.65867
C -3.97906 3.31737 -1.59813
N -3.66999 0.89348 -0.19657
N -3.79010 -0.23012 0.48292
C 2.43831 -1.44155 0.62252
H 3.62194 1.67598 -1.37595
H 2.55519 1.30685 0.00035
H 2.40865 0.38236 -1.52669
H 5.79782 -1.66187 0.44583
H 5.33983 -3.72163 1.73916
H 3.01975 -4.32199 2.31791
H 0.69553 -3.89906 2.26964
H -1.49227 -3.57005 2.27214
H -0.58166 -0.15847 0.16117
H 0.35743 1.83189 -1.11990
H 0.45489 4.12856 -2.48989
H -2.09831 4.95626 -2.74370
H -4.45501 2.45909 -2.07429
H -4.31517 3.34841 -0.56087
H -4.28154 4.23128 -2.10724
H -4.68924 -0.58467 0.77283
H 1.60250 -0.83073 0.32807
*
```

These are the natural (NBO) partial charges, in e, on atoms 1 to 2: number 1, C, carries -0.2570; number 2, O, carries -0.4892

=====

No. 2
A single C17H17NO molecule. Source: OMol25; level of theory: ωB97M-V/def2-TZVPD.

- largest force on an atom (eV/Å) = 0.64
- SMILES = OCCCc1cn(-c2ccccc2)c2ccccc12
- gap between HOMO and LUMO (eV) = 8.58

ORCA input file:
```
! RIJCOSX wB97M-V def2-TZVPD def2/J DEFGRID3
* xyz 0 1
O -3.58173 -3.23340 -1.23356
C -3.32462 -1.88912 -0.89968
C -3.40295 -1.62977 0.60515
C -3.02382 -0.19163 0.95710
C -1.60778 0.15602 0.62409
C -0.51391 -0.65543 0.62857
N 0.61481 0.03963 0.25936
C 1.88691 -0.52586 0.12497
C 2.69168 -0.20746 -0.96598
C 3.94637 -0.77448 -1.08816
C 4.40594 -1.67080 -0.13764
C 3.60079 -2.00204 0.93936
C 2.34868 -1.43302 1.07546
C 0.25565 1.34586 0.03178
C 1.02683 2.45848 -0.28327
C 0.38246 3.66940 -0.41949
C -0.99756 3.78422 -0.23768
C -1.76320 2.69357 0.10678
C -1.13862 1.45598 0.25330
H -4.45406 -3.47250 -0.90057
H -4.02289 -1.22161 -1.42680
H -2.31587 -1.68543 -1.26456
H -4.42431 -1.82320 0.94794
H -2.74247 -2.32918 1.11993
H -3.18919 -0.03561 2.02874
H -3.68608 0.49459 0.42341
H -0.44506 -1.70726 0.82869
H 2.32046 0.46576 -1.72338
H 4.56458 -0.52243 -1.93709
H 5.38551 -2.11294 -0.23828
H 3.95218 -2.70285 1.68214
H 1.72769 -1.67828 1.92419
H 2.09746 2.38515 -0.40072
H 0.95633 4.55041 -0.66653
H -1.46340 4.75146 -0.35716
H -2.82597 2.79411 0.27047
*
```

These are the natural (NBO) partial charges, in e, on atoms 1 to 2: number 1, O, carries -0.7142; number 2, C, carries -0.0603

=====

No. 3
A molecular structure, C17H17NO12P2Tc. Source: OMol25; level of theory: ωB97M-V/def2-TZVPD.

- energy relative to the best compared isomer or geometry (same formula, charge and spin) (eV) = 1.227
- largest force on an atom (eV/Å) = 1.81
- gap between HOMO and LUMO (spin up / spin down) (eV) = 5.63 / 5.68

ORCA input file:
```
! RIJCOSX wB97M-V def2-TZVPD def2/J DEFGRID3
* xyz -2 2
Tc -0.52017 -0.42294 0.22145
O 4.48819 3.86391 -0.12964
C 3.50903 3.22448 0.17942
C 2.74097 3.33543 1.47476
O 3.01040 4.06361 2.40659
C 1.61314 2.37141 1.40170
C 1.72876 1.68890 0.13448
O 0.96684 0.72960 -0.29898
C 2.85080 2.16494 -0.64484
O 3.23531 1.78028 -1.74506
O 0.75409 2.21410 2.28712
O -2.07613 1.54008 0.37458
P -2.65977 1.02561 -1.07319
O -3.25737 2.08687 -1.88588
O -1.51479 0.16132 -1.58535
O -3.84872 0.00651 -0.57818
P -3.76064 -0.92190 0.73719
O -4.03035 0.18742 1.92033
O -4.84245 -1.92044 0.74892
O -2.31498 -1.31509 0.94614
H -2.74652 1.51329 1.07699
H -4.97699 0.18697 2.09819
C 0.55501 -2.36052 -2.71551
C -0.08428 -2.99562 -1.45527
C -1.59691 -3.03672 -1.68038
C 0.29374 -2.10623 -0.27063
C 0.49729 -4.40157 -1.23283
C -0.30163 -5.51776 -0.98689
C 0.25265 -6.77804 -0.77537
C 1.62682 -6.95726 -0.80495
C 2.44189 -5.85396 -1.03685
C 1.88323 -4.60118 -1.24217
H 0.11415 -1.37374 -2.87299
H 0.36602 -2.99031 -3.59461
H 1.63218 -2.22104 -2.60640
H -1.94633 -2.04262 -1.96539
H -2.14079 -3.32856 -0.77932
H -1.83920 -3.73130 -2.49120
H 1.22042 -2.44262 0.20935
H -1.37730 -5.40651 -0.94951
H -0.40080 -7.62202 -0.58312
H 2.05895 -7.93877 -0.64652
H 3.51997 -5.96940 -1.05531
H 2.53846 -3.75259 -1.40417
C 0.77455 -0.24001 4.51698
C 0.47713 -0.57708 3.13517
N 0.19253 -0.63297 2.03425
H 1.64931 -0.78081 4.87330
H -0.07952 -0.47939 5.14794
H 0.97209 0.83327 4.54920
*
```

These are the natural (NBO) partial charges, in e, on atoms 1 to 2: number 1, Tc, carries 0.9793; number 2, O, carries -0.5786

=====

No. 4
A molecular structure, C17H18AuF6N4O5Sb. Source: OMol25; level of theory: ωB97M-V/def2-TZVPD.

- energy relative to the best compared isomer or geometry (same formula, charge and spin) (eV) = 0.850
- largest force on an atom (eV/Å) = 1.14
- gap between HOMO and LUMO (spin up / spin down) (eV) = 8.34 / 4.92

ORCA input file:
```
! RIJCOSX wB97M-V def2-TZVPD def2/J DEFGRID3
* xyz 1 4
Au 0.13493 -0.12493 0.17283
N -0.19981 -0.87944 4.34890
C -0.22234 -2.23095 4.06727
C -0.10621 -2.33096 2.71779
N -0.01403 -1.06513 2.18736
C -0.07066 -0.21687 3.18563
C 0.00240 1.19564 2.88488
N 0.12333 1.56952 1.62363
C 0.13454 2.94362 1.61193
C 0.02517 3.38970 2.89312
N -0.05813 2.26918 3.68668
H -0.26662 -0.48242 5.26975
H -0.31634 -2.98137 4.83346
H -0.07861 -3.20842 2.09500
H 0.22186 3.51912 0.71232
H -0.00033 4.38948 3.29084
H -0.14857 2.27582 4.68721
F -0.45997 2.09173 -1.21364
Sb -0.04354 3.64490 -2.32581
F -1.20057 2.82492 -3.56395
F -1.36632 4.50775 -1.31792
F 0.20582 5.11787 -3.43778
F 1.21465 4.19217 -1.02915
F 1.37888 2.69728 -3.12928
O 1.52078 -2.77518 -1.32108
C 0.39897 -2.97748 -0.89940
O -0.45731 -2.16111 -0.38761
C -0.12509 -4.41389 -0.98238
C -1.47575 -4.72892 -0.58145
C -1.98936 -6.00084 -0.63696
C -1.11423 -6.96334 -1.11520
O -1.32395 -8.24704 -1.28225
C -0.11579 -8.82660 -1.80438
O 0.83034 -7.75485 -1.89343
C 0.23188 -6.65129 -1.50146
C 0.74435 -5.37049 -1.43968
H -2.09686 -3.91346 -0.23621
H -2.99996 -6.24305 -0.33409
H -0.30189 -9.23676 -2.79038
H 0.24890 -9.58926 -1.12660
H 1.75648 -5.11509 -1.72817
C -0.79461 -0.67990 -3.23152
C 0.58822 -0.05278 -3.06209
C 1.62027 -0.46233 -4.11213
O 1.10471 -0.08831 -1.79859
H -1.13210 -0.52423 -4.25389
H -1.51318 -0.21959 -2.54978
H -0.74397 -1.75165 -3.02936
H 0.41107 1.03062 -3.25476
H 1.96716 -1.47585 -3.89676
H 2.47133 0.21581 -4.06639
H 1.17868 -0.42173 -5.10759
*
```

These are the natural (NBO) partial charges, in e, on atoms 1 to 2: number 1, Au, carries 1.3281; number 2, N, carries -0.4848

=====

No. 5
A molecular structure, C17H18BrCuI2N5O3S. Source: OMol25; level of theory: ωB97M-V/def2-TZVPD.

- energy relative to the best compared isomer or geometry (same formula, charge and spin) (eV) = 1.318
- largest force on an atom (eV/Å) = 1.45
- gap between HOMO and LUMO (spin up / spin down) (eV) = 8.75 / 5.00

ORCA input file:
```
! RIJCOSX wB97M-V def2-TZVPD def2/J DEFGRID3
* xyz 0 2
Cu 0.39312 -0.18103 -0.26085
I -2.06027 -0.62121 -0.53523
C -2.51282 1.40094 0.18704
I -2.84393 1.40768 2.29109
H -3.39583 1.78521 -0.31106
H -1.62345 1.98882 -0.01842
Br 1.09141 -3.15756 1.81494
C 2.15654 -1.58596 1.92875
C 3.37821 -1.62354 2.58051
C 4.10921 -0.44818 2.65554
C 3.57478 0.71881 2.13277
C 2.35297 0.64719 1.48095
N 1.67504 -0.49456 1.36408
C 1.68881 1.88747 0.86251
O 2.20264 2.96677 1.06593
O 0.63023 1.65396 0.20004
H 3.73209 -2.54429 3.01261
H 5.07583 -0.44712 3.13422
H 4.07345 1.67401 2.19303
C -3.40754 -2.31606 -5.34525
C -2.56215 -3.27773 -4.57964
C -2.24427 -4.54190 -5.07992
C -1.43388 -5.32885 -4.27736
N -0.97466 -4.92291 -3.11237
C -1.33912 -3.70392 -2.69977
S -0.76105 -3.20248 -1.16820
N -2.10726 -2.87614 -3.40575
H -3.97647 -2.83422 -6.11138
H -2.77073 -1.57194 -5.82077
H -4.07435 -1.79420 -4.66649
H -2.61149 -4.87796 -6.03554
H -1.13324 -6.32639 -4.57512
N 1.50003 -0.81858 -1.77622
C 2.43973 -1.47164 -1.94681
N 3.51521 -2.16230 -2.12504
C 4.20573 -2.18040 -3.40462
C 4.05975 -3.57268 -4.03560
O 4.50402 -4.57237 -3.14995
C 3.72556 -4.59137 -1.97400
C 3.83648 -3.26010 -1.22447
H 5.26763 -1.96623 -3.23599
H 3.78164 -1.41333 -4.05316
H 4.66937 -3.65024 -4.93813
H 3.00553 -3.74725 -4.29753
H 4.10811 -5.40514 -1.35798
H 2.67287 -4.79055 -2.21610
H 4.86241 -3.11827 -0.86774
H 3.14956 -3.24427 -0.38062
*
```

These are the natural (NBO) partial charges, in e, on atoms 1 to 2: number 1, Cu, carries 0.9956; number 2, I, carries 0.2396

=====

No. 6
A single C17H18BrNO2 molecule. Source: OMol25; level of theory: ωB97M-V/def2-TZVPD.

- energy relative to the best compared isomer or geometry (same formula, charge and spin) (eV) = 0.054
- largest force on an atom (eV/Å) = 0.65
- SMILES = Cc1ccc(OCCCC(=O)Nc2ccc(Br)cc2)cc1
- gap between HOMO and LUMO (eV) = 9.03

ORCA input file:
```
! RIJCOSX wB97M-V def2-TZVPD def2/J DEFGRID3
* xyz 0 1
C 2.68090 -3.33031 -0.02477
C 1.35697 -2.63585 0.07266
C 1.04498 -1.85807 1.17791
C -0.17168 -1.20772 1.28969
C -1.10812 -1.31351 0.26900
O -2.31519 -0.67341 0.22356
C -2.65117 0.25712 1.23310
C -3.67613 1.24466 0.67347
C -3.16453 1.94915 -0.59446
C -1.74454 2.43587 -0.35274
O -1.49213 3.41198 0.31635
N -0.80265 1.62586 -0.92374
C 0.56944 1.57664 -0.67963
C 1.21087 2.42810 0.21737
C 2.55839 2.26906 0.47952
C 3.26629 1.26605 -0.15826
Br 5.11435 1.01867 0.23338
C 2.65287 0.43185 -1.07729
C 1.30818 0.59260 -1.33698
C -0.81291 -2.11227 -0.83581
C 0.39902 -2.76498 -0.92594
H 2.68030 -4.22901 0.59256
H 2.89136 -3.62477 -1.05007
H 3.48187 -2.68487 0.33010
H 1.76799 -1.75292 1.97374
H -0.37232 -0.62744 2.17644
H -1.76445 0.81274 1.55926
H -3.06901 -0.26948 2.10199
H -3.87629 1.98691 1.44653
H -4.60316 0.72008 0.44076
H -3.20373 1.26092 -1.43831
H -3.80193 2.80835 -0.80364
H -1.14732 0.85241 -1.47672
H 0.65074 3.20312 0.71342
H 3.05254 2.92129 1.18316
H 3.21669 -0.33960 -1.57775
H 0.82019 -0.06589 -2.03997
H -1.55378 -2.20680 -1.61564
H 0.60708 -3.37655 -1.79223
*
```

These are the natural (NBO) partial charges, in e, on atoms 1 to 2: number 1, C, carries -0.6274; number 2, C, carries -0.0477

=====

| no. | electronic energy (hartree) |
| --- | --- |
| 1 | -1082.24002 |
| 2 | -788.00543 |
| 3 | -2379.50969 |
| 4 | -2228.73290 |
| 5 | -6366.14128 |
| 6 | -3437.88264 |